Record 1
Formula: C22H36BrNiOS4
Source: OMol25
Level of theory: ωB97M-V/def2-TZVPD

Geometry as XYZ:
```
65
Properties=species:S:1:pos:R:3:forces:R:3
Ni -0.71221 1.77530 -0.82544 0.3 -0.3 -0.4
C -3.26871 2.90229 -2.81891 0.0 0.0 0.0
C -3.63833 1.42056 -2.76995 0.1 0.0 0.1
S -2.32956 0.31669 -2.17029 -0.1 -0.1 0.1
C -1.34662 -0.01042 -3.65748 0.0 0.1 0.0
C -0.45080 1.12431 -4.13737 0.1 -0.1 0.0
S 0.77061 1.52931 -2.86047 -0.3 0.1 0.2
C 1.18290 3.24105 -3.28053 0.0 -0.1 0.0
C 1.75614 3.92970 -2.04688 -0.1 -0.1 0.0
S 0.71146 3.87584 -0.56479 0.2 -0.1 0.2
C -0.46630 5.22786 -0.84555 0.0 -0.2 0.0
C -1.61878 4.92039 -1.79602 0.0 0.0 0.1
S -2.46407 3.40695 -1.27478 0.0 0.1 0.1
H -4.16448 3.50969 -2.93941 0.0 0.0 -0.1
H -2.59053 3.12411 -3.64079 0.0 0.0 0.0
H -3.95837 1.07836 -3.75398 -0.1 0.0 0.0
H -4.46741 1.25820 -2.08037 0.0 0.0 0.0
H -2.03788 -0.30243 -4.44802 0.0 0.0 0.0
H -0.75147 -0.88660 -3.39559 0.0 0.0 0.0
H -1.02097 2.02182 -4.36488 0.0 0.0 -0.1
H 0.07588 0.81489 -5.04055 0.0 0.0 0.0
H 0.28639 3.73903 -3.64671 0.0 0.0 0.0
H 1.92633 3.24129 -4.07720 0.0 0.0 0.0
H 1.98130 4.97446 -2.25606 0.0 0.0 0.0
H 2.68460 3.44819 -1.73786 0.0 0.0 0.0
H 0.10155 6.08420 -1.20683 0.0 0.1 0.0
H -0.84037 5.47799 0.14780 0.0 0.0 0.0
H -1.27146 4.78293 -2.81822 0.0 0.0 0.0
H -2.33964 5.73646 -1.78383 0.0 0.1 0.0
C -0.77651 -2.47160 5.38911 0.0 0.0 0.0
C 0.58906 -2.41823 4.68871 0.0 0.0 0.0
C 1.14326 -3.84139 4.61656 0.0 0.0 0.0
C 1.55366 -1.56480 5.52667 0.0 0.0 0.0
C 0.43935 -1.79349 3.29935 0.1 -0.2 0.1
C -0.12435 -0.54065 3.16458 -0.1 0.3 0.1
C -0.21640 0.00724 1.90419 0.0 0.1 -0.1
Br -1.01039 1.74392 1.71903 -0.3 0.2 0.1
C 0.20895 -0.57819 0.71238 -0.1 0.4 -0.3
O 0.07874 0.04315 -0.46137 0.2 -0.2 0.3
C 0.76785 -1.86339 0.84775 0.2 -0.3 0.0
C 0.86436 -2.41326 2.12721 0.1 -0.2 -0.2
C 1.22122 -2.65038 -0.39554 0.0 0.0 0.0
C 1.85508 -3.99945 -0.03993 -0.1 0.0 0.1
C 2.26582 -1.86268 -1.19962 0.0 0.1 0.0
C -0.00863 -2.93637 -1.27042 -0.1 0.0 -0.1
H -0.67301 -2.93798 6.37270 0.0 0.0 -0.1
H -1.49014 -3.05877 4.80472 0.0 0.0 0.0
H -1.19759 -1.47450 5.53941 0.0 -0.1 0.0
H 1.21263 -4.25249 5.62609 0.0 0.0 0.0
H 2.14566 -3.86623 4.18076 -0.1 0.0 0.0
H 0.49134 -4.49779 4.03262 0.1 0.0 0.0
H 1.67946 -2.00069 6.52246 0.0 0.0 -0.1
H 1.17701 -0.54565 5.64969 0.0 -0.1 0.0
H 2.53572 -1.50877 5.04939 -0.1 0.0 0.0
H -0.48327 0.00950 4.02791 0.0 0.0 -0.1
H 1.30262 -3.39493 2.21423 0.0 0.0 0.0
H 2.73208 -3.88045 0.60012 0.0 0.0 0.0
H 2.18099 -4.49040 -0.95990 0.0 0.0 0.0
H 1.14611 -4.66780 0.45613 0.1 0.0 0.0
H 3.15747 -1.68297 -0.59216 0.0 0.0 0.0
H 1.87820 -0.89760 -1.52498 0.0 -0.1 0.0
H 2.56787 -2.44137 -2.07874 0.0 0.0 0.1
H -0.76004 -3.49049 -0.70276 0.0 0.0 0.0
H 0.27287 -3.53768 -2.14317 0.0 0.1 0.1
H -0.46623 -2.00578 -1.61224 0.0 -0.1 0.1
```
Forces are in eV/Å.

Computed properties:
- orbital gap (spin up / spin down) (eV) = 7.57 / 6.60
- expectation value of S² = 2.007
- calculated total energy (eV) = -179868.5765
- total charge = +1
- spin multiplicity = 3
- max |F| (eV/A) = 0.55
- HOMO level (spin up / spin down) (hartree) = -0.3638 / -0.3622

Atomic partial charges in e from the natural (NBO) method, atoms 1 to 8:
1. Ni 1.1611
2. C -0.5244
3. C -0.5621
4. S 0.2769
5. C -0.5504
6. C -0.5323
7. S 0.2772
8. C -0.5396



Record 2
Formula: C4H6N2O2
Source: OMol25
Level of theory: ωB97M-V/def2-TZVPD

Geometry as XYZ:
```
14
Properties=species:S:1:pos:R:3:forces:R:3
C -2.16201 1.05689 -0.45121 1.0 -2.2 -1.6
N -2.11426 -0.30457 -0.08572 0.8 8.3 -2.5
N -0.77454 -0.63377 -0.52555 -0.9 -2.4 0.2
C -0.23966 -1.45470 0.53066 -1.2 1.2 2.4
C 0.27827 -0.07144 0.27930 1.0 0.9 0.3
C 1.69920 0.05823 -0.32888 3.2 -3.5 -0.5
O 2.10439 -0.84016 -1.13277 -1.6 4.7 3.1
O 2.64961 0.93048 0.42774 -8.3 -1.2 0.2
H -2.90483 1.90683 -0.38166 0.0 -2.0 0.7
H -1.30483 1.54182 -1.21981 -1.8 -1.8 2.4
H -0.90599 -1.43799 1.52275 1.6 -0.7 -2.4
H 0.35330 -2.26517 0.23251 0.6 -1.2 -0.1
H -0.16830 0.61169 0.98987 1.0 0.6 0.0
H 3.48964 0.90186 0.14276 4.7 -0.8 -2.3
```
Forces are in eV/Å.

Computed properties:
- energy above the lowest of the compared OMol25 structures with the same formula, charge and spin (kcal/mol) = 135.7
- SMILES = C=NN1C[C@H]1C(=O)O
- orbital gap (eV) = 9.68
- calculated total energy (eV) = -11315.1580
- max |F| (eV/A) = 8.74
- HOMO level (hartree) = -0.3524

Atomic partial charges in e from the natural (NBO) method, atoms 1 to 8:
1. C -0.1378
2. N -0.2278
3. N -0.2502
4. C -0.2204
5. C -0.2226
6. C 0.7803
7. O -0.5575
8. O -0.7104



Record 3
Formula: C4H9F4N3P3
Source: OMol25
Level of theory: ωB97M-V/def2-TZVPD

Geometry as XYZ:
```
23
Properties=species:S:1:pos:R:3:forces:R:3
C 1.06351 1.09940 2.25952 0.0 2.7 1.5
C 0.59844 -0.05159 1.82280 -1.1 -0.7 -1.0
P 0.21518 -0.28275 0.05071 -0.3 -1.7 -1.3
C 1.62818 -0.85949 -1.04305 -2.6 1.4 0.1
C 2.71434 0.14901 -1.11009 0.8 2.7 0.0
N -0.98352 -1.57032 0.08759 0.2 0.6 0.8
F -1.28002 -2.09669 -1.19693 0.6 0.9 0.6
P -2.51291 -1.19362 0.97941 0.3 -2.4 -1.1
F -3.30130 -2.41985 0.31573 0.4 0.8 0.9
N -3.01358 -0.02242 -0.16382 -1.1 0.0 -0.1
F -4.34920 0.32927 0.34068 1.1 -0.1 -0.3
P -2.20702 1.48918 -0.07719 1.0 1.4 -0.8
F -2.70908 2.07790 -1.44496 0.1 0.0 0.0
N -0.58733 0.90997 -0.73503 -0.9 0.0 1.2
H 1.27339 1.41691 3.36125 -0.4 -1.2 -2.1
H 1.09343 1.98944 1.58315 0.5 -0.9 0.4
H 0.22845 -0.87351 2.42654 0.6 -0.1 0.2
H 2.02438 -1.66516 -0.56042 0.7 -2.7 1.3
H 1.14923 -1.20377 -1.98471 0.4 0.5 0.4
H 3.46051 0.12918 -0.25157 -1.4 0.2 -0.7
H 3.34526 -0.06163 -1.95727 0.1 0.0 -0.5
H 2.27888 1.20532 -1.29591 1.1 -1.4 0.4
H -0.12921 1.50523 -1.40640 0.0 0.2 -0.2
```
Forces are in eV/Å.

Computed properties:
- energy above the lowest of the compared OMol25 structures with the same formula, charge and spin (kcal/mol) = 0.0
- SMILES = C=C[P@@]1(CC)=[N+](F)P(F)N(F)P(F)N1
- orbital gap (eV) = 9.42
- calculated total energy (eV) = -47491.3483
- total charge = +1
- max |F| (eV/A) = 3.10
- HOMO level (hartree) = -0.5163

Atomic partial charges in e from the natural (NBO) method, atoms 1 to 8:
1. C -0.2465
2. C -0.6214
3. P 1.8155
4. C -0.6762
5. C -0.6368
6. N -0.6198
7. F -0.2048
8. P 1.4872



Record 4
Formula: C5H12NO
Source: OMol25
Level of theory: ωB97M-V/def2-TZVPD

Geometry as XYZ:
```
19
Properties=species:S:1:pos:R:3:forces:R:3
C -1.11137 1.76797 -1.78809 -0.2 -0.2 0.3
C -1.77748 1.74238 -0.43738 0.3 -0.2 -0.6
C -2.88163 1.05918 -0.16089 0.3 -0.3 0.2
H -0.10607 1.36745 -1.64184 0.1 0.1 0.1
H -1.62649 1.12574 -2.50726 -0.2 0.2 0.0
H -1.06841 2.79611 -2.15623 0.1 0.0 -0.2
H -1.20019 2.27284 0.30766 -0.2 0.0 0.3
H -3.26522 0.96635 0.84762 -0.1 0.1 0.0
H -3.29815 0.39168 -0.90918 -0.2 0.2 -0.1
C 1.17196 -0.32918 0.97290 -0.4 0.5 -0.5
O 0.88277 0.63285 0.06463 0.2 -0.1 0.2
C 1.89880 -1.52635 0.34303 0.0 0.0 -0.4
N 2.33546 -2.49713 1.35791 0.1 0.3 0.2
H 1.78129 0.02588 1.83864 0.2 -0.1 0.0
H 0.23857 -0.74953 1.44770 0.0 -0.2 0.1
H 1.22196 -1.94222 -0.41790 -0.1 -0.1 0.2
H 2.74778 -1.13855 -0.22815 0.2 0.0 0.2
H 1.60358 -2.53085 2.05618 0.0 -0.1 0.2
H 2.45284 -3.43461 1.01065 -0.1 -0.2 -0.3
```
Forces are in eV/Å.

Computed properties:
- energy above the lowest of the compared OMol25 structures with the same formula, charge and spin (kcal/mol) = 26.4
- orbital gap (eV) = 6.76
- calculated total energy (eV) = -8915.9167
- total charge = -1
- max |F| (eV/A) = 0.80
- HOMO level (hartree) = -0.0920

Atomic partial charges in e from the natural (NBO) method, atoms 1 to 8:
1. C -0.6746
2. C -0.0924
3. C -0.4886
4. H 0.3004
5. H 0.1777
6. H 0.1847
7. H 0.2119
8. H 0.1809



Record 5
Formula: C7H8NO2
Source: OMol25
Level of theory: ωB97M-V/def2-TZVPD

Geometry as XYZ:
```
18
Properties=species:S:1:pos:R:3:forces:R:3
C 2.20440 -1.96545 -0.16527 -0.2 1.0 -0.1
C 1.72864 1.63292 0.20688 -0.5 -0.7 0.1
C -0.08298 0.09255 -1.36672 0.5 0.6 -2.0
C 0.84276 0.42143 -0.22671 -1.1 0.9 -0.8
C -0.58067 0.02300 0.02745 -0.7 0.0 0.5
C -1.71245 1.14133 0.47928 1.3 -4.4 -0.2
C -0.64045 -1.43307 0.59575 -1.1 2.3 0.5
N 2.49719 -3.07787 -0.00321 0.1 -0.1 -0.1
O 2.80005 1.47608 0.73410 0.3 0.5 0.0
O 0.95049 2.58955 -0.05844 0.4 -0.8 -0.1
H -0.38334 0.95421 -2.02058 0.4 -0.4 1.0
H 0.06023 -0.75769 -2.06354 0.1 0.1 1.1
H -1.22240 1.96942 0.06437 -0.2 1.9 -0.1
H -1.65591 0.99870 1.55678 -0.3 0.9 0.1
H -2.73986 0.83266 0.10646 1.4 0.5 0.2
H 0.41597 -1.77161 0.52208 -1.4 -0.8 0.1
H -1.45143 -1.82618 -0.03034 0.5 -1.0 0.3
H -1.03024 -1.30000 1.64165 0.6 -0.6 -0.7
```
Forces are in eV/Å.

Computed properties:
- energy above the lowest of the compared OMol25 structures with the same formula, charge and spin (kcal/mol) = 68.7
- orbital gap (spin up / spin down) (eV) = 8.05 / 8.05
- calculated total energy (eV) = -12970.3404
- total charge = -1
- max |F| (eV/A) = 4.57
- HOMO level (spin up / spin down) (hartree) = -0.2025 / -0.2025

Atomic partial charges in e from the natural (NBO) method, atoms 1 to 8:
1. C -0.0658
2. C 0.7171
3. C -0.5299
4. C 0.3483
5. C -0.1228
6. C -0.5942
7. C -0.6278
8. N -0.6402



Record 6
Formula: C5H13N2
Source: OMol25
Level of theory: ωB97M-V/def2-TZVPD

Geometry as XYZ:
```
20
Properties=species:S:1:pos:R:3:forces:R:3
N -0.34435 -1.02542 -0.82312 0.9 -0.5 -0.3
C 0.08818 -0.06878 0.17048 -0.6 -0.2 0.4
C -1.15714 0.59352 0.78573 0.8 0.6 0.0
C -1.71811 1.72333 -0.02557 -0.7 -0.9 -1.2
C -1.06975 2.60571 -0.76059 0.7 0.2 0.3
C 0.84585 -0.99463 1.16060 -1.0 0.0 -1.0
N 1.78335 -1.63722 0.38222 0.6 0.6 0.6
H -0.61140 -0.74915 -1.77320 -0.2 0.4 0.6
H 0.84758 0.63820 -0.17452 -0.1 0.1 -0.3
H 0.26501 -1.84784 -0.84600 -0.4 -0.3 -0.2
H 5.02169 -3.74688 -2.91765 0.2 0.0 -0.3
H -0.87911 0.97124 1.77288 0.0 0.0 0.1
H -1.92755 -0.15578 0.93037 0.1 -0.2 0.1
H -2.77162 1.61551 -0.27112 -0.2 0.5 0.8
H 0.01118 2.62110 -0.86812 0.0 0.2 0.3
H -1.61345 3.40015 -1.23622 -0.1 0.0 -0.5
H 1.42554 -0.38958 1.89160 0.1 0.0 0.2
H 0.15529 -1.63036 1.74017 0.3 -0.3 0.2
H 5.34546 -3.76518 -3.59588 -0.2 0.0 0.3
H 2.12138 -2.48682 0.85443 -0.1 -0.4 -0.1
```
Forces are in eV/Å.

Computed properties:
- energy above the lowest of the compared OMol25 structures with the same formula, charge and spin (kcal/mol) = 191.1
- orbital gap (eV) = 4.30
- calculated total energy (eV) = -8362.5228
- total charge = +1
- max |F| (eV/A) = 1.64
- HOMO level (hartree) = -0.4894

Atomic partial charges in e from the natural (NBO) method, atoms 1 to 8:
1. N -0.6061
2. C -0.0427
3. C -0.4613
4. C -0.2011
5. C -0.3611
6. C -0.3672
7. N -0.0968
8. H 0.4240



Look up the max |F| of the sixth one. 1.64 eV/A



Which of these has the lowest max |F|? C22H36BrNiOS4



Number 4 is which compound? C5H12NO